The following is a quantum chemistry calculation of a structure of composition C5H10O3Pt, from the Open Molecules 2025 dataset.

Output
Gap between HOMO and LUMO (spin up / spin down) (hartree): 0.29394 / 0.20483
Electronic energy (eV): -14728.0006
Lowest unoccupied orbital energy (spin up / spin down) (eV): 0.7 / -1.6
Spin multiplicity: 3
<S²>: 2.012
HOMO (spin up / spin down) (eV): -7.31 / -7.22

Cartesian coordinates (Å):
C -1.08 2.30 -0.48
O -1.98 1.29 -0.15
C 0.06 1.78 -1.36
O 0.50 0.55 -0.81
C 1.69 -0.08 -0.21
C 1.40 -0.70 1.10
O 0.21 -1.57 0.91
C 0.26 -2.82 1.56
Pt -0.95 -0.31 0.10
H -0.64 2.76 0.42
H -1.57 3.12 -1.04
H 0.91 2.48 -1.43
H -0.33 1.53 -2.36
H 2.45 0.71 -0.12
H 1.96 -0.82 -0.98
H 1.08 0.07 1.83
H -0.49 -3.48 1.10
H 1.26 -3.26 1.45
H 0.03 -2.70 2.63

The following is a quantum chemistry calculation of a cluster of 2 separate species, C3H11NOS2 in total, from the Open Molecules 2025 dataset.

Output
Gap between HOMO and LUMO (hartree): 0.32937
Electronic energy (eV): -28496.2437
Lowest unoccupied orbital energy (eV): 0.1
HOMO (eV): -8.91
SMILES: CNCCSS.O

Cartesian coordinates (Å):
C -0.22 2.20 -1.31
N -0.75 0.92 -0.79
C -0.72 0.70 0.68
C -1.46 -0.52 1.23
S -0.26 -2.03 0.94
S 1.27 -1.78 2.50
H -1.04 2.99 -1.22
H 0.02 2.04 -2.40
H 0.74 2.33 -0.81
H -0.12 0.16 -1.19
H 0.27 0.83 1.10
H -1.33 1.42 1.21
H -2.34 -0.57 0.56
H -1.77 -0.33 2.25
H 2.00 -0.79 1.90
O 1.89 -2.15 -1.71
H 1.91 -2.97 -2.18
H 1.91 -2.44 -0.75

The following is a quantum chemistry calculation of an isolated molecule of C5H10O2, from the Open Molecules 2025 dataset.

Output
Gap between HOMO and LUMO (hartree): 0.33962
Electronic energy (eV): -9438.0486
Lowest unoccupied orbital energy (eV): 0.9
HOMO (eV): -8.36
SMILES: CO[C@H]1C[C@H]1CO

Cartesian coordinates (Å):
C -2.14 0.63 -0.29
O -0.76 0.50 -0.57
C 0.00 0.58 0.62
C 0.07 -0.71 1.33
C 1.38 0.04 0.49
C 1.71 -0.53 -0.89
O 1.61 0.45 -1.89
H -2.35 1.60 0.18
H -2.49 -0.17 0.39
H -2.68 0.57 -1.24
H -0.21 1.49 1.17
H 0.09 -0.66 2.42
H -0.35 -1.59 0.88
H 1.62 -0.63 1.37
H 2.75 -0.88 -0.92
H 1.05 -1.39 -1.12
H 0.68 0.71 -1.93

Question: Which value of electronic energy does entry 2 give?
Answer: -28496.2437 eV

Question: What is the electronic energy in the third record?
Answer: -9438.0486 eV